C3H4O4 | ωB97M-V/def2-TZVPD

Geometry (Å):
1 O -0.872 -2.031 0.462
2 C 0.021 -1.260 0.336
3 O 1.280 -1.660 0.705
4 C -0.161 0.139 -0.125
5 O -1.539 0.400 -0.261
6 C 0.686 1.232 -0.238
7 O 0.180 2.415 -0.560
8 H 1.273 -2.489 1.166
9 H -1.921 -0.466 -0.498
10 H 1.794 1.314 -0.113
11 H -0.741 2.405 -0.874

Kohn-Sham gap ... 0.3503 Eh
HOMO energy ... -0.3264 Ha
2S+1 ... 1
ΔE to the lowest compared entry with this formula, charge and spin ... 20.1 kcal/mol
LUMO level ... 0.6 eV
Energy ... -11365.13881 eV
Structure (SMILES) ... O=C(O)/C(O)=C/O


CH2I2O | ωB97M-V/def2-TZVPD

Geometry (Å):
1 C -0.282 0.129 -0.041
2 O 0.633 -0.131 0.870
3 I -0.560 2.194 -0.376
4 I -1.637 -1.379 -0.580
5 H 1.478 -0.416 -1.669
6 H 0.368 -0.396 1.797

Kohn-Sham gap (alpha / beta) ... 0.2694 / 0.3383 Eh
HOMO energy (alpha / beta) ... -0.2892 / -0.3575 Ha
2S+1 ... 1
ΔE to the lowest compared entry with this formula, charge and spin ... 100.4 kcal/mol
LUMO level (alpha / beta) ... -0.5 / -0.5 eV
Energy ... -19313.19033 eV


C30H40F3O4SeTc | ωB97M-V/def2-TZVPD

Geometry (Å):
1 Tc -1.950 2.441 0.730
2 C 5.341 1.657 -0.815
3 C 4.649 0.509 -0.067
4 C 4.426 -0.670 -1.026
5 C 5.563 0.043 1.066
6 C 3.295 0.994 0.446
7 C 2.334 1.422 -0.468
8 C 1.110 1.851 -0.003
9 Se -0.262 2.416 -1.220
10 C -0.956 0.717 -1.775
11 C -0.300 -0.035 -2.734
12 C -0.824 -1.268 -3.094
13 C -2.006 -1.684 -2.473
14 C -2.696 -0.959 -1.506
15 C -2.127 0.277 -1.176
16 O -2.719 1.092 -0.229
17 C -3.968 -1.481 -0.839
18 C -3.711 -1.684 0.663
19 C -5.121 -0.491 -1.059
20 C -4.395 -2.828 -1.426
21 C -0.159 -2.172 -4.129
22 C -1.136 -2.420 -5.287
23 C 1.117 -1.548 -4.692
24 C 0.204 -3.507 -3.463
25 C 0.817 1.884 1.356
26 O -0.431 2.341 1.738
27 C 1.744 1.465 2.311
28 C 2.971 1.034 1.799
29 C 1.436 1.459 3.809
30 C 1.051 2.872 4.273
31 C 2.649 1.016 4.629
32 C 0.293 0.471 4.090
33 H 6.309 1.324 -1.193
34 H 5.509 2.509 -0.155
35 H 4.753 1.999 -1.667
36 H 5.385 -1.032 -1.398
37 H 3.827 -0.382 -1.892
38 H 3.921 -1.496 -0.522
39 H 6.507 -0.305 0.646
40 H 5.127 -0.786 1.626
41 H 5.793 0.851 1.762
42 H 2.542 1.428 -1.530
43 H 0.601 0.347 -3.194
44 H -2.411 -2.641 -2.763
45 H -3.463 -0.757 1.175
46 H -2.899 -2.395 0.823
47 H -4.608 -2.092 1.132
48 H -4.930 0.478 -0.601
49 H -6.032 -0.893 -0.614
50 H -5.307 -0.340 -2.123
51 H -3.643 -3.602 -1.267
52 H -4.612 -2.760 -2.493
53 H -5.307 -3.154 -0.925
54 H -1.413 -1.484 -5.774
55 H -2.049 -2.911 -4.950
56 H -0.669 -3.066 -6.032
57 H 0.919 -0.605 -5.205
58 H 1.560 -2.228 -5.421
59 H 1.863 -1.376 -3.912
60 H -0.676 -4.022 -3.079
61 H 0.896 -3.354 -2.632
62 H 0.683 -4.164 -4.189
63 H 3.716 0.708 2.506
64 H 1.857 3.581 4.072
65 H 0.875 2.862 5.349
66 H 0.145 3.235 3.793
67 H 3.502 1.683 4.494
68 H 2.957 -0.003 4.392
69 H 2.381 1.037 5.686
70 H -0.633 0.749 3.593
71 H 0.096 0.440 5.163
72 H 0.567 -0.537 3.772
73 F -5.726 1.885 3.874
74 C -4.708 2.742 3.876
75 F -4.159 2.758 5.089
76 F -5.162 3.956 3.591
77 C -3.648 2.272 2.853
78 O -3.137 1.182 2.922
79 O -3.341 3.147 1.914

Kohn-Sham gap (alpha / beta) ... 0.2530 / 0.2454 Eh
HOMO energy (alpha / beta) ... -0.4397 / -0.4428 Ha
2S+1 ... 4
Net charge ... +1
LUMO level (alpha / beta) ... -5.1 / -5.4 eV
Energy ... -115641.13020 eV


C5H12O2 | ωB97M-V/def2-TZVPD

Geometry (Å):
1 O 0.731 3.017 2.017
2 C 0.976 1.832 1.394
3 C -0.188 0.843 1.384
4 O -1.266 1.327 0.597
5 C -2.019 0.351 -0.003
6 H 1.820 1.244 1.851
7 H 1.283 1.934 0.317
8 H -0.587 0.673 2.403
9 H 0.200 -0.133 1.038
10 H -2.826 0.788 -0.599
11 H -2.363 -0.432 0.690
12 H -0.908 -0.384 -0.949
13 C 0.141 -1.001 -1.823
14 C 1.016 -1.937 -1.030
15 H -0.423 -1.466 -2.640
16 H 0.659 -0.110 -2.195
17 H 0.474 -2.848 -0.740
18 H 1.376 -1.453 -0.108
19 H 1.905 -2.244 -1.606

Kohn-Sham gap (alpha / beta) ... 0.2189 / 0.2035 Eh
HOMO energy (alpha / beta) ... -0.0838 / -0.0833 Ha
2S+1 ... 2
ΔE to the lowest compared entry with this formula, charge and spin ... 73.0 kcal/mol
Net charge ... -1
LUMO level (alpha / beta) ... 3.7 / 3.3 eV
Energy ... -9470.39863 eV